{
  "formula": "C2H14NO4",
  "method": "ωB97M-V/def2-TZVPD",
  "homo_lumo_gap_ev": 11.6,
  "max_force_ev_per_a": 4.0,
  "total_energy_ev": -11973.6531,
  "lumo_energy_ev": -3.12,
  "total_charge": 1,
  "e_homo_ev": -14.7,
  "de_lowest_kcal_mol": 41.3,
  "elements": ["C", "O", "C", "N", "H", "H", "H", "H", "H", "H", "H", "H", "H", "H", "O", "H", "H", "O", "H", "H", "O"],
  "xyz": [[-1.102192, 0.677713, -1.462685], [-1.263710, -0.559803, -0.752920], [-0.284285, 1.579103, -0.491569], [1.027779, 0.978499, -0.176831], [-2.169575, 1.120268, -1.492864], [-0.823855, 0.562554, -2.504754], [-1.116888, -1.307100, -1.416935], [-0.163049, 2.701390, -0.774398], [-1.029526, 1.573006, 0.376304], [1.706453, 0.896052, -0.969404], [0.656153, -0.008157, 0.337883], [1.521323, 1.502560, 0.565751], [2.297499, -1.602532, -1.672244], [1.586198, -2.351012, -0.538141], [1.503076, -1.556074, -1.084610], [-1.676268, -0.182430, 1.386324], [-2.109331, -1.050836, 2.488208], [-1.284405, -0.586842, 2.156147], [0.921289, -0.519767, 2.782231], [0.550900, -1.259790, 1.441116], [1.252416, -0.606802, 1.803391]],
  "forces_ev_per_angstrom": [[-2.26, 1.11, 0.90], [0.76, -1.37, -1.86], [-1.73, 2.16, -0.97], [-1.08, -1.44, 1.50], [1.72, -0.23, -0.14], [0.68, -0.07, 0.07], [-0.26, 1.38, 1.54], [-0.32, -2.11, 0.08], [1.89, 0.09, -0.45], [-1.20, -0.36, 0.71], [2.39, 2.78, -1.61], [-0.44, -0.46, -0.30], [-0.94, -0.05, 0.64], [0.04, 0.10, -0.13], [1.08, -0.45, -0.75], [0.09, 0.29, -0.77], [1.55, 0.54, -0.06], [-2.26, -1.10, 1.02], [0.79, -0.15, -2.73], [1.45, 1.11, 1.36], [-1.97, -1.77, 1.93]]
}